# 1
{
  "formula": "C17H36N2O4",
  "method": "ωB97M-V with the def2-TZVPD basis set",
  "symbols": ["C", "H", "C", "C", "H", "C", "C", "C", "C", "C", "H", "H", "H", "H", "H", "H", "H", "C", "O", "H", "H", "C", "C", "N", "H", "C", "C", "H", "H", "H", "O", "H", "H", "C", "N", "H", "H", "H", "H", "H", "H", "H", "C", "C", "O", "H", "O", "H", "H", "H", "H", "H", "C", "H", "H", "H", "H", "H", "H"],
  "xyz": [[2.997, 0.135, -2.049], [0.784, 0.810, -3.349], [-2.543, 1.916, 1.868], [1.619, 1.094, -4.025], [0.805, -1.238, -2.887], [1.573, -2.000, -2.665], [2.149, -2.613, -3.942], [4.318, -5.170, 0.876], [6.340, -4.939, -0.596], [-7.152, 5.097, 3.721], [-3.987, 1.106, 3.267], [4.912, -5.589, 1.690], [-4.508, 2.203, 0.994], [-3.160, 2.693, -0.052], [-3.786, 4.771, 2.980], [3.375, -0.281, -4.232], [1.497, -4.017, -1.683], [0.022, -2.719, -0.758], [-5.721, 3.160, 3.843], [6.012, -5.756, -1.246], [2.323, 0.846, -1.527], [2.661, -1.367, -1.748], [-3.492, 1.954, 0.680], [-0.612, -2.123, -0.021], [1.406, 0.763, -5.067], [-2.985, 0.884, 2.892], [-5.907, 4.410, 3.180], [3.729, 1.357, -3.674], [3.460, -4.647, 1.303], [-4.778, 6.234, 2.849], [-1.223, 1.615, 1.419], [-6.043, 4.188, 2.119], [5.492, -3.388, 0.625], [-4.672, 5.278, 3.366], [2.498, -2.847, -5.004], [6.994, -5.350, 0.175], [-3.512, 0.985, 0.171], [4.014, -4.409, -1.565], [0.090, -3.595, -2.693], [-7.053, 5.287, 4.794], [2.260, -1.406, -0.708], [-4.493, 5.474, 4.427], [0.816, -3.189, -1.954], [5.146, -4.226, 0.018], [4.328, -3.678, -1.019], [-7.331, 6.047, 3.215], [1.706, 2.537, -3.978], [3.923, -5.995, 0.274], [4.037, 0.307, -1.691], [-2.989, -0.119, 2.457], [-2.502, 2.902, 2.335], [0.792, 2.855, -3.991], [2.995, 0.525, -3.571], [-2.293, 0.862, 3.737], [6.920, -4.252, -1.215], [-1.243, 0.744, 1.003], [-5.600, 3.339, 4.783], [3.619, -1.929, -1.734], [-8.028, 4.460, 3.588]],
  "max_force_ha_per_bohr": 0.0545,
  "e_lumo_ev": 0.5,
  "total_charge": 0,
  "smiles": "N#CC[C@H](C#N)CCCCO.CC(C)O.CC(C)O.CC(C)O",
  "energy_ev": -29381.5250,
  "homo_energy_ha": -0.3615
}

# 2
{
  "formula": "C17H36O8P",
  "method": "ωB97M-V with the def2-TZVPD basis set",
  "symbols": ["H", "C", "H", "H", "C", "H", "O", "H", "C", "H", "H", "H", "H", "C", "H", "H", "C", "C", "H", "H", "O", "O", "C", "H", "P", "O", "H", "O", "C", "H", "C", "H", "H", "H", "H", "H", "H", "O", "O", "C", "H", "H", "H", "H", "H", "C", "O", "H", "H", "C", "C", "H", "H", "C", "H", "C", "H", "C", "H", "H", "C", "H"],
  "xyz": [[1.180, -0.597, -1.888], [3.419, -0.212, 2.238], [-5.568, 1.187, 1.453], [-6.510, -1.028, -0.409], [0.544, 1.303, 0.876], [2.893, -2.306, -2.870], [3.696, -4.637, -1.265], [2.023, 1.153, 3.200], [0.732, -0.114, -2.754], [3.703, 1.592, 3.341], [-5.318, -1.183, 0.910], [-7.264, 1.841, -0.938], [1.419, 3.115, 0.172], [-7.221, 1.624, 0.128], [4.172, 0.002, -3.219], [4.303, -0.468, 2.819], [3.546, -3.896, -2.233], [-4.852, 1.192, -0.569], [3.040, -2.596, 0.852], [-3.122, 1.504, 0.674], [-0.925, -0.873, -0.343], [-2.568, 0.902, -1.237], [-3.454, 0.823, -0.111], [0.403, -0.842, -3.485], [-1.076, 0.451, -0.941], [2.859, -2.661, -1.970], [3.731, -0.206, 1.192], [-0.431, 0.677, -2.360], [-6.187, -0.637, 0.555], [-5.057, 0.592, -1.460], [2.102, -2.118, 1.139], [0.228, -3.097, 0.605], [2.154, 1.635, -1.587], [1.158, 0.494, 0.481], [-4.880, 2.239, -0.872], [-8.103, 1.053, 0.411], [-3.454, -0.189, 0.289], [-0.529, 1.634, -0.029], [3.895, -4.003, -3.430], [2.598, 1.328, -2.543], [3.320, 3.130, 1.792], [1.458, -0.955, 2.859], [4.555, 0.991, -1.758], [-7.256, 2.573, 0.661], [0.963, 3.173, 1.876], [2.964, 1.194, 2.647], [1.609, 0.757, -3.379], [1.844, -1.456, 0.311], [2.767, -2.064, 3.138], [2.826, 2.205, 1.491], [-5.928, 0.869, 0.471], [3.491, -0.407, -1.655], [-6.998, -0.814, 1.263], [2.382, -1.337, 2.417], [0.109, 0.968, 1.815], [1.040, -3.209, 1.320], [3.395, 1.838, 0.634], [1.399, 2.543, 1.100], [0.597, -3.154, 2.317], [1.459, -4.198, 1.173], [3.795, 0.424, -2.292], [2.927, 2.251, -3.021]],
  "max_force_ha_per_bohr": 0.0166,
  "e_lumo_ev": 2.4,
  "total_charge": -1,
  "energy_ev": -43886.7892,
  "homo_energy_ha": -0.1667
}

# 3
{
  "formula": "C17H37NO10P",
  "method": "ωB97M-V with the def2-TZVPD basis set",
  "symbols": ["H", "H", "H", "C", "H", "H", "C", "H", "H", "H", "H", "H", "C", "O", "H", "H", "H", "H", "H", "O", "C", "C", "O", "H", "O", "O", "C", "H", "H", "C", "H", "C", "C", "C", "H", "H", "H", "C", "C", "H", "H", "C", "H", "H", "C", "H", "P", "C", "H", "H", "H", "H", "O", "O", "C", "H", "H", "H", "N", "H", "O", "C", "O", "O", "H", "H"],
  "xyz": [[-2.162, -0.684, -0.913], [0.508, -3.444, -1.015], [1.693, 1.672, 5.173], [3.531, 4.282, 4.383], [-2.077, -0.656, 1.646], [1.261, -3.764, -3.253], [2.722, 7.678, 7.469], [-3.257, -4.150, -7.126], [-0.017, 1.235, 0.471], [2.232, 7.678, 8.441], [0.003, 1.179, 5.314], [-0.543, 3.384, 3.317], [-2.911, -4.590, -6.193], [0.345, -0.414, -6.059], [-3.431, -4.098, -5.372], [-0.134, -0.669, -1.961], [-1.808, 1.199, 2.829], [-1.116, -3.408, -6.105], [3.797, 7.755, 7.630], [4.172, 6.605, 5.499], [-1.369, 1.843, 2.068], [-3.876, -8.713, -4.229], [-3.338, -5.972, -6.272], [0.718, -1.191, -0.514], [2.410, 6.399, 6.901], [0.657, 1.685, 3.415], [3.214, 6.006, 5.912], [2.719, 8.838, 5.651], [-4.538, -8.267, -3.489], [2.207, 8.813, 6.611], [0.216, 0.348, -5.495], [-1.413, -4.455, -6.065], [0.685, 1.867, 4.807], [-0.180, 2.566, 2.687], [-0.326, -0.927, 1.485], [4.593, 4.247, 4.613], [3.155, 3.276, 4.228], [-1.025, 1.009, 0.819], [-1.208, -0.505, 1.001], [-0.904, -3.213, -2.077], [-0.910, -4.993, -6.869], [0.050, -2.790, -1.764], [-4.285, -9.661, -4.567], [0.428, 3.018, 1.899], [-0.143, -1.405, -1.156], [3.367, 4.872, 3.483], [1.266, -1.464, -5.218], [0.981, -2.737, -2.983], [2.303, -0.430, -3.634], [-1.058, -4.854, -5.116], [-2.091, 2.615, 1.799], [-2.893, -8.873, -3.788], [1.936, -2.368, -6.181], [-3.774, -7.890, -5.387], [-3.429, -6.617, -5.122], [2.369, 9.767, 7.114], [1.139, 8.693, 6.424], [0.425, 2.885, 5.106], [0.331, -2.051, -4.081], [1.907, -2.246, -2.624], [-3.269, -6.169, -4.018], [-1.428, -1.238, -0.323], [2.368, -0.420, -4.589], [2.783, 4.826, 5.476], [-1.703, 1.302, 0.014], [-1.872, -2.216, -0.128]],
  "max_force_ha_per_bohr": 0.0229,
  "e_lumo_ev": 1.9,
  "total_charge": -1,
  "energy_ev": -49486.8841,
  "homo_energy_ha": -0.1380
}

# 4
{
  "formula": "C17H38BrN9O4P2S3SbTi",
  "method": "ωB97M-V with the def2-TZVPD basis set",
  "symbols": ["O", "C", "H", "Ti", "C", "H", "Br", "H", "O", "H", "C", "C", "H", "H", "H", "H", "H", "C", "C", "H", "H", "C", "N", "N", "N", "H", "H", "O", "C", "H", "H", "H", "H", "H", "H", "H", "N", "C", "C", "H", "C", "H", "C", "C", "N", "H", "H", "H", "C", "H", "H", "N", "H", "H", "C", "S", "Sb", "N", "H", "P", "H", "N", "O", "H", "H", "N", "P", "H", "S", "H", "C", "H", "H", "C", "H", "S"],
  "xyz": [[2.925, 0.661, 0.246], [1.520, 4.793, -0.043], [-0.208, -1.924, -3.248], [1.104, 0.811, 1.104], [2.449, -3.025, -1.461], [-1.072, -4.766, -1.197], [-0.584, 2.934, 3.594], [-2.978, 0.198, -2.991], [0.422, 1.355, -0.946], [-1.517, 3.121, -0.724], [-0.193, 4.854, 1.610], [0.140, 1.160, -3.881], [-3.194, 1.218, 3.253], [0.957, 1.552, -3.284], [-1.507, -3.724, 1.882], [-2.558, 2.722, 0.645], [-1.726, -3.218, -1.779], [3.777, 0.527, -0.641], [-2.170, 0.365, -3.702], [4.314, 1.176, -2.522], [5.540, -0.337, -1.167], [1.835, 3.531, 0.364], [3.547, 1.037, -1.889], [-1.005, 0.899, -3.018], [-0.727, 0.335, 1.616], [-0.716, -2.061, 4.146], [-3.267, 2.959, -0.971], [1.095, -1.313, 0.640], [-3.286, 0.265, -0.249], [-1.217, -1.002, 5.464], [-0.205, -4.762, 1.264], [-3.467, 0.413, 0.820], [-2.399, -2.127, 4.751], [-0.944, 5.367, 2.194], [3.234, -2.748, -2.166], [-4.215, 0.477, -0.788], [-0.693, -3.097, 0.054], [-3.029, 0.453, 4.007], [-1.529, -3.820, -0.893], [0.188, -3.193, 1.972], [0.171, 3.584, 1.963], [0.477, 0.254, -4.397], [-0.544, -3.729, 1.365], [0.434, 5.478, 0.526], [-1.963, -0.452, 3.578], [2.768, 1.672, -1.960], [1.444, -2.169, -3.830], [-2.487, -4.046, -0.419], [-2.404, 2.564, -0.426], [-2.515, 1.077, -4.454], [0.145, 6.466, 0.198], [-2.225, 1.142, -0.702], [-1.945, -0.581, -4.206], [2.135, 5.270, -0.795], [-1.549, -1.478, 4.541], [4.169, -2.488, 1.552], [3.024, -1.635, 3.383], [1.102, 2.803, 1.301], [-2.753, 0.944, 4.941], [0.299, -1.904, -0.452], [2.712, 3.032, -0.021], [1.244, -2.241, -1.761], [-0.803, -0.903, -1.141], [-3.013, -0.775, -0.406], [0.499, -3.553, -3.259], [4.933, -0.101, -0.400], [-0.824, 0.679, -1.393], [-0.137, 1.903, -4.631], [1.351, -3.092, 3.967], [-3.940, -0.126, 4.159], [-1.220, -0.133, 2.566], [2.261, -4.101, -1.551], [2.805, -2.810, -0.450], [0.706, -2.491, -3.091], [4.944, -0.726, 0.427], [2.057, 0.597, 3.212]],
  "max_force_ha_per_bohr": 0.0471,
  "e_lumo_ev": [0.1, -0.6],
  "spin_multiplicity": 4,
  "total_charge": 0,
  "energy_ev": -190632.5826,
  "relative_energy_kj_mol": 153.7,
  "homo_energy_ha": [-0.1794, -0.2492]
}

# 5
{
  "formula": "C17H38Cl3N2O4PSc",
  "method": "ωB97M-V with the def2-TZVPD basis set",
  "symbols": ["N", "C", "C", "H", "Sc", "H", "Cl", "H", "N", "H", "H", "H", "O", "P", "C", "Cl", "H", "H", "C", "C", "H", "C", "H", "H", "C", "H", "H", "C", "H", "C", "O", "H", "H", "H", "H", "H", "H", "H", "H", "Cl", "C", "C", "H", "H", "H", "H", "C", "H", "H", "H", "H", "H", "C", "H", "C", "C", "C", "H", "O", "H", "H", "H", "H", "O", "C", "H"],
  "xyz": [[-0.906, -2.143, -0.094], [-0.839, -1.828, 2.325], [3.133, -2.256, -1.659], [2.327, 3.546, 0.667], [-0.164, 0.207, -0.190], [4.737, 1.693, -0.679], [-2.655, 3.491, 1.837], [2.842, 1.515, -2.233], [-0.186, -0.520, 2.128], [-2.863, -2.910, 0.230], [-1.913, -1.654, 2.381], [1.172, 0.094, -3.947], [0.991, 1.815, -0.625], [2.145, -0.731, -1.934], [1.608, -0.871, -3.674], [-4.700, 2.835, -0.119], [3.838, -3.580, -0.087], [2.270, -1.333, -5.685], [2.680, -1.289, -4.676], [1.229, -0.612, 2.537], [0.556, -2.964, 1.143], [-2.134, 2.292, -0.557], [0.578, -3.227, -1.108], [-3.242, -0.064, -2.447], [-0.868, 0.475, 2.979], [3.517, -0.590, -4.702], [-1.014, -3.723, 1.318], [4.140, 0.782, -0.661], [2.586, -3.082, -2.122], [-0.487, -3.029, -1.190], [-1.638, 2.505, -1.653], [1.784, -1.281, 1.881], [-0.695, -2.551, -2.145], [-1.024, -3.984, -1.143], [-1.144, 0.987, -2.296], [-0.858, 0.145, 4.023], [-0.548, -2.267, 3.286], [-2.719, -1.151, 0.454], [1.898, 2.869, 2.287], [-2.783, 4.938, -0.648], [-3.025, 3.378, 0.104], [1.549, 3.085, 1.277], [3.470, 0.849, 0.201], [3.084, -2.277, -4.451], [4.094, 0.417, -2.784], [2.536, -2.511, 0.407], [-0.512, -2.755, 1.189], [0.765, -1.566, -3.686], [4.159, -1.880, 0.231], [-2.357, 0.331, -3.947], [-1.891, 0.611, 2.638], [1.307, -0.993, 3.561], [0.919, 1.911, 0.637], [4.061, -2.177, -2.233], [-2.380, -1.999, -0.139], [-2.357, -0.279, -3.047], [3.385, 0.605, -1.974], [-2.341, -1.329, -3.332], [-1.159, -0.003, -2.291], [1.685, 0.372, 2.485], [4.828, -0.044, -0.480], [0.731, 3.809, 1.399], [-0.354, 1.428, 2.890], [-1.973, 1.209, 0.125], [3.437, -2.572, -0.200], [-2.689, -1.833, -1.164]],
  "max_force_ha_per_bohr": 0.0244,
  "e_lumo_ev": -2.4,
  "total_charge": 1,
  "energy_ev": -96970.1078,
  "relative_energy_kj_mol": 65.3,
  "homo_energy_ha": -0.4316
}

# 6
{
  "formula": "C17H38ClN6O10",
  "method": "ωB97M-V with the def2-TZVPD basis set",
  "symbols": ["H", "C", "H", "O", "O", "C", "N", "N", "C", "H", "H", "N", "H", "H", "H", "H", "C", "C", "O", "C", "C", "H", "C", "H", "O", "C", "H", "C", "C", "H", "H", "H", "H", "H", "H", "H", "H", "H", "C", "H", "H", "N", "H", "O", "H", "H", "H", "H", "H", "H", "O", "O", "C", "N", "H", "H", "C", "H", "H", "H", "O", "Cl", "O", "O", "C", "H", "H", "H", "C", "H", "N", "C"],
  "xyz": [[-3.491, 1.460, -1.526], [1.812, -2.927, 3.071], [-0.223, -1.971, 3.155], [-2.933, 1.719, 0.265], [0.644, 1.527, -4.663], [-3.401, -0.727, 0.778], [3.898, 0.015, 3.725], [0.838, 0.529, -4.043], [4.632, 0.971, 4.569], [-4.063, -1.557, 0.531], [-2.630, -0.045, -4.726], [2.456, 2.507, 0.787], [2.202, -0.876, 1.116], [4.197, 2.586, -0.312], [2.892, 0.439, -3.611], [-1.863, -2.769, -3.844], [-1.655, -0.032, -2.789], [-3.275, -1.796, -2.481], [0.213, -0.486, -4.189], [0.368, -2.722, 2.632], [-0.967, 2.742, 0.040], [-4.267, 0.630, -2.942], [-4.002, 0.568, -1.887], [-2.910, -2.574, -1.810], [1.360, 3.072, 0.772], [-1.897, -0.600, -4.140], [4.530, 0.820, 5.644], [3.137, 2.667, -0.552], [3.395, -1.214, 4.121], [-0.048, 2.159, 0.097], [4.006, 1.088, 1.883], [5.665, 0.738, 4.312], [-0.700, -0.388, -2.403], [-2.249, -1.879, 2.346], [1.727, -3.262, 4.104], [-3.417, -0.680, 2.967], [3.591, -1.624, 5.101], [-4.067, 0.134, 0.822], [1.966, 0.556, -3.047], [2.846, 3.601, -1.031], [-0.195, -3.651, 2.723], [-2.884, -0.447, -1.881], [-3.308, -2.226, -4.566], [0.177, 0.721, -1.405], [-0.783, 3.731, 0.459], [0.215, -2.481, 1.580], [-4.352, -1.810, -2.650], [-0.940, -0.613, -4.661], [-1.742, 0.366, -0.185], [-1.636, 1.058, -2.792], [2.127, 0.206, -0.149], [0.219, -1.388, -0.368], [2.748, -0.750, 2.039], [-1.984, 2.143, 0.857], [-1.598, -1.324, -0.508], [-4.807, 0.213, -1.243], [-2.718, -0.912, 2.163], [1.865, -0.240, -2.309], [2.862, 1.804, -1.159], [-1.349, 2.780, -0.980], [2.964, 1.877, 1.691], [0.672, 0.013, -0.243], [-0.076, 0.484, 0.900], [-1.850, 2.298, 2.033], [-2.552, -1.924, -3.841], [1.914, 1.490, -2.488], [-1.871, -0.262, 2.383], [4.389, 1.998, 4.299], [-2.331, -0.523, -0.414], [2.357, -3.599, 2.408], [2.564, -1.672, 3.056], [3.582, 0.244, 2.407]],
  "max_force_ha_per_bohr": 0.1658,
  "e_lumo_ev": -3.1,
  "total_charge": 1,
  "energy_ev": -60151.0313,
  "homo_energy_ha": -0.4308
}